# 1
73
Properties=species:S:1:pos:R:3 method="wB97M-V/def2-TZVPD" spin_multiplicity=2 e_above_lowest_ev=0.612 total_charge=+3 e_lumo_ev="-10.316 / -11.118" total_energy_ha=-4834.02088 e_homo_ev="-17.396 / -17.401"
F 1.816 2.816 -5.417
Re -0.734 -0.062 0.527
H 3.836 4.616 0.114
H -1.587 3.140 2.187
H -5.289 -0.770 0.566
C 1.027 2.610 -4.393
H 1.891 -1.984 1.927
H 1.859 3.400 -0.702
H 1.879 -4.906 -1.949
C -1.065 2.968 -3.250
H 3.247 -0.910 -2.641
H -1.614 -1.830 -2.884
H -5.460 -0.872 -1.199
H 5.776 0.905 1.019
H -3.619 -1.622 2.561
C -0.236 3.197 -4.350
H 5.784 3.373 0.985
H -0.158 -3.246 2.089
H -3.369 -1.835 -3.175
C -0.832 -1.241 2.482
H -3.111 2.235 2.193
H 2.038 1.793 2.307
H 3.809 -0.338 0.209
F 2.657 1.269 -3.390
C 3.801 0.745 0.208
C -1.352 1.020 2.480
H -2.237 2.507 3.692
C -3.185 -3.394 -0.136
C -1.917 -0.301 2.555
C 0.633 1.548 -2.238
C -2.551 -1.315 -2.677
C 1.029 2.047 2.618
C -3.346 -0.604 2.838
Br -1.802 1.899 -0.758
H -4.802 0.605 -0.465
C -0.615 2.159 -2.227
C 0.415 -0.495 2.427
Sb -2.932 -1.342 -0.593
H -3.508 -0.509 3.916
C -4.851 -0.479 -0.386
H -3.914 -3.508 0.664
H -3.562 -3.886 -1.031
C 1.444 1.803 -3.338
H 1.061 2.319 3.677
C -0.926 -2.720 2.655
P 1.238 0.584 -0.820
C 0.820 -3.385 -0.874
F -2.263 3.521 -3.194
C 1.773 -1.102 2.556
H -0.038 -1.768 0.134
C 2.704 2.849 -0.306
H 0.167 -4.086 -0.372
C 0.083 0.907 2.463
C 2.658 -2.957 -2.386
C 1.589 -1.110 -1.282
H -4.018 0.101 2.352
F -0.648 3.954 -5.329
C 3.817 3.535 0.149
C 2.564 -1.591 -2.152
H -2.504 -0.291 -3.043
C 0.745 -2.025 -0.649
C 1.792 -3.844 -1.761
C 2.695 1.452 -0.269
C 4.914 2.833 0.637
H -2.243 -3.850 0.158
C -2.113 2.295 2.626
H 2.554 -0.386 2.310
H 0.703 2.928 2.067
H 1.923 -1.415 3.592
H 3.417 -3.333 -3.058
H -1.905 -3.105 2.382
C 4.910 1.443 0.661
H -0.764 -2.956 3.711

=====

# 2
78
Properties=species:S:1:pos:R:3 method="wB97M-V/def2-TZVPD" spin_multiplicity=5 e_lumo_ev="-1.110 / -0.722" total_energy_ha=-3234.17241 e_homo_ev="-8.515 / -8.535"
C 1.931 -0.560 -5.469
N -0.717 2.062 0.157
H -2.503 -4.371 1.946
C 3.772 4.168 2.626
H 2.559 -2.129 -4.150
H 1.217 -4.018 -2.945
Mn -0.011 0.284 -0.143
N -1.702 -0.630 0.545
H -0.155 -3.483 1.836
H 2.436 4.623 1.009
H -5.279 3.811 -1.854
C 2.334 -0.736 3.523
H 3.011 -0.671 4.356
C -4.833 2.946 -1.380
N -1.296 4.162 -0.028
H 4.220 5.153 2.646
H -2.492 0.569 -1.933
H 0.533 -3.409 4.188
C 2.205 2.609 1.687
C 0.735 -3.701 -0.817
H -6.021 3.105 0.398
C 4.184 3.191 3.520
N -1.615 2.353 1.145
C -0.113 -0.121 -3.657
C 1.311 2.401 -1.789
C -4.663 1.456 0.498
C 3.610 1.931 3.494
H -0.928 0.032 -2.962
C -3.649 0.750 -0.142
C -0.550 3.206 -0.519
H 1.511 -5.010 0.689
H -3.511 2.535 -3.021
C 1.539 -3.174 3.839
C 1.591 -1.838 3.174
N -1.495 -1.771 1.252
C 0.803 -1.140 -3.420
C 1.822 -1.359 -4.342
H 4.960 3.406 4.243
C -2.667 -2.245 1.701
C 1.022 0.466 -5.688
C -2.785 -3.487 2.518
C -3.018 -0.388 0.543
C -0.005 0.682 -4.780
N 2.366 2.571 -2.542
C -3.833 2.237 -2.031
H 2.207 -3.170 4.697
N 3.057 1.406 -2.419
C 0.957 -3.355 -2.137
H 1.426 2.392 0.984
C 2.610 1.617 2.573
N -1.945 3.578 1.016
B -0.089 -2.416 1.308
H -2.144 -3.441 3.399
C 0.835 -5.039 -0.166
H -0.137 -5.385 0.188
C -3.662 -1.388 1.269
C 0.724 -1.982 -2.218
H -0.722 1.475 -4.948
H -4.956 1.175 1.502
N 0.393 -2.586 -0.153
H 1.851 -3.972 3.164
H 3.956 1.188 4.200
H 1.119 1.101 -6.558
H -3.816 -3.605 2.847
N 2.457 0.585 -1.650
C -5.251 2.548 -0.118
C -3.249 1.143 -1.414
H 2.741 -0.725 -6.167
H 0.467 4.257 -1.949
N 1.305 1.187 -1.225
N 1.133 -0.226 1.704
C 2.025 0.258 2.583
N 0.395 -1.528 -1.004
H -4.722 -1.490 1.430
C 2.776 3.870 1.709
N 0.879 -1.515 2.081
H 1.217 -5.762 -0.884
N 0.332 3.337 -1.563

=====

# 3
118
Properties=species:S:1:pos:R:3 method="wB97M-V/def2-TZVPD" spin_multiplicity=2 e_above_lowest_ev=1.295 total_charge=+3 e_lumo_ev="-7.977 / -8.036" total_energy_ha=-3617.52455 e_homo_ev="-13.896 / -13.887"
H -0.426 -4.454 -0.913
C -3.677 -2.545 -0.183
C -3.367 4.398 2.044
H 1.774 3.168 4.859
C 0.620 4.560 3.565
C 1.540 4.210 4.695
C -3.570 -1.633 -2.395
H 5.523 -3.853 -1.327
C 0.255 -5.320 -2.730
H -1.781 5.226 3.214
O 2.637 -3.157 -0.049
H -1.925 -4.498 3.959
S 3.146 -4.226 -0.947
H 1.549 -2.926 1.962
H -6.884 4.409 2.164
C -2.188 -1.526 -2.260
C 5.092 -5.953 -0.899
H -0.564 3.891 5.325
H -1.088 2.807 -4.536
C -4.404 5.803 3.797
H 3.391 -2.344 -6.582
C -0.094 -3.784 3.105
H 6.558 -1.598 -1.118
C 2.089 -1.631 -3.558
H 2.276 -5.627 0.815
C 2.785 -1.453 -4.731
C 4.948 -4.469 -0.643
H 4.864 -6.172 -1.944
C 2.762 -5.850 -0.130
O 1.763 -0.462 0.539
C 0.763 1.483 1.545
H 3.105 1.917 -0.905
H -5.826 5.739 5.439
H 4.354 -1.973 -2.181
H -1.579 -1.163 -3.079
C 4.572 -1.042 -1.679
C -3.667 -3.596 2.011
H 0.989 -5.953 -4.623
C 2.864 -2.499 -5.656
N -0.240 -2.639 1.032
N -6.848 5.968 3.587
H -5.262 6.941 1.570
C 2.272 -3.705 -5.388
C -0.060 2.530 -4.370
C 0.683 -3.017 -2.060
H 5.269 2.236 0.236
H 3.060 3.360 -5.363
C 6.059 0.354 -0.409
H -6.762 6.994 3.605
C -3.673 3.358 1.138
C -1.458 -3.969 3.141
C 3.601 -0.048 -1.626
C -2.068 4.432 2.544
H -3.603 5.380 4.400
N 0.166 3.502 2.697
C -1.466 2.429 1.303
H 0.787 5.489 3.030
H 3.932 -7.670 -0.249
O -0.902 0.434 0.206
H -5.419 -3.252 0.865
C 0.249 1.508 -3.490
C 1.438 -2.854 -3.256
H 5.170 -4.187 0.384
P 1.941 -0.332 -2.304
H 2.056 -6.355 -0.782
H -5.851 4.302 4.391
H 3.629 1.571 -3.781
H -3.056 1.615 0.100
C -4.347 -3.144 0.927
C 2.593 1.827 -3.951
H -5.401 -2.227 -1.436
C 0.483 -3.098 2.032
H 2.362 4.874 4.911
N -4.322 5.314 2.446
C -5.752 5.389 4.408
H 0.710 3.979 -5.749
C -2.249 -3.474 2.088
C -6.751 5.492 2.178
F -4.936 3.263 0.659
H 2.032 2.616 2.778
H -7.541 5.949 1.582
H -0.525 0.980 -2.948
C 3.859 1.141 -0.944
H 3.247 -0.503 -4.955
H 2.338 -4.511 -6.103
Re 0.454 -1.416 -0.634
C 5.080 1.332 -0.324
C -0.531 1.364 0.953
H -4.031 -1.342 -3.325
H -0.034 5.617 5.411
C -5.373 5.850 1.615
C -2.766 2.403 0.779
C -1.117 3.464 2.197
C 0.938 -5.152 -3.904
H -0.218 -6.262 -2.503
H -7.769 5.739 3.983
C -2.278 -2.381 -0.125
H -5.297 5.480 0.595
C 1.038 2.546 2.358
H 4.427 -6.579 1.042
O 2.785 0.501 2.234
C 1.555 -3.919 -4.192
C 0.135 4.641 4.985
H 6.100 -6.306 -0.692
C -1.575 -2.827 1.032
H -4.186 -4.058 2.837
C 5.799 -0.831 -1.076
H 7.026 0.520 0.043
C 2.273 2.843 -4.835
H 0.537 -4.164 3.892
C 0.128 -4.262 -1.822
C 1.575 1.149 -3.285
C 1.867 0.435 1.441
N -1.539 -1.864 -1.149
C 0.950 3.191 -5.050
H -4.311 6.897 3.820
C 4.068 -6.623 0.014
C -4.329 -2.131 -1.357

=====

# 4
9
Properties=species:S:1:pos:R:3 method="wB97M-V/def2-TZVPD" e_above_lowest_ev=3.290 smiles="N#CC=[Si](Cl)Cl.Cl" e_lumo_ev=-0.805 total_energy_ha=-1802.26584 e_homo_ev=-9.555
H 1.025 1.182 0.772
Cl -3.568 -0.097 1.710
N -0.260 2.306 0.175
H -0.815 -0.289 -1.431
C -0.709 1.359 -0.256
C -1.285 0.148 -0.671
Si -2.789 -0.416 -0.069
Cl 1.598 0.380 1.631
Cl -3.975 -1.691 -1.188

=====

One value per record, in order, for M: 901.45 689.44 1113.28 174.49 g mol⁻¹.